An isolated ion of composition C2H5N2O2 and charge +1 at a distorted geometry. Source: OMol25; level of theory: ωB97M-V/def2-TZVPD.

Values from the calculation:
Spin multiplicity: 1
Max |F| (hartree/bohr): 0.139
HOMO energy (alpha / beta) (eV): -15.40 / -15.40
Charge: +1
E (eV): -9216.879
Orbital gap (alpha / beta) (eV): 7.412 / 8.816
ΔE to the lowest compared entry with this formula, charge and spin (kcal per mole): 121.26

Geometry (Å):
C (0.936, 0.363, -0.022)
C (-1.300, -0.516, -0.149)
N (1.494, -0.751, -0.237)
N (-0.350, 0.518, 0.259)
O (-0.953, -1.470, -0.963)
O (2.785, -1.003, -0.560)
H (1.508, 1.415, 0.089)
H (-1.838, -1.105, 0.755)
H (-2.152, 0.090, -0.478)
H (-0.703, 1.345, 0.664)
H (2.927, -2.003, -0.481)

***

One molecule with the formula C3H4N2OS2 at a distorted geometry. Source: OMol25; level of theory: ωB97M-V/def2-TZVPD.

Values from the calculation:
SMILES string: [H]/N=C(/N)C(=S)C(O)=S
Spin multiplicity: 1
Max |F| (hartree/bohr): 0.024
HOMO energy (eV): -9.30
Charge: 0
E (eV): -29873.170
Orbital gap (eV): 7.826
ΔE to the lowest compared entry with this formula, charge and spin (kcal per mole): 22.45

Geometry (Å):
C (0.842, -0.575, -0.087)
C (-0.009, 0.674, -0.192)
C (-1.478, 0.491, 0.010)
H (2.504, 0.486, -0.634)
H (2.745, -1.187, -0.321)
H (-0.557, -1.661, 0.622)
H (-2.859, 0.934, 1.172)
N (2.124, -0.451, -0.556)
N (0.447, -1.673, 0.409)
O (-1.891, 1.053, 1.137)
S (0.563, 2.155, -0.480)
S (-2.430, -0.245, -1.079)